34
Properties=species:S:1:pos:R:3 method="wB97M-V/def2-TZVPD" e_above_lowest_ev=1.040 smiles=C[C@H](O)[C@H](C)NCN.O.O.O.O lumo_energy_ev=0.182
C -0.160 0.827 1.549
C 0.598 1.975 0.915
O -0.377 2.638 0.048
C 1.786 1.519 -0.052
C 1.842 2.314 -1.323
N 1.863 0.086 -0.360
C 2.477 -0.790 0.657
N 3.178 -1.893 0.023
H -0.459 0.125 0.775
H 0.453 0.294 2.243
H -0.970 1.146 2.206
H 0.933 2.661 1.662
H -1.042 3.079 0.592
H 2.654 1.727 0.550
H 1.519 3.347 -1.179
H 1.264 1.971 -2.181
H 2.848 2.477 -1.711
H 0.922 -0.257 -0.479
H 3.158 -0.225 1.299
H 1.663 -1.188 1.266
H 3.359 -1.576 -0.933
H 2.477 -2.606 -0.137
O 0.077 -3.230 0.121
H 0.358 -3.936 -0.464
H -0.853 -3.028 -0.031
O -2.702 1.066 -0.774
H -1.819 1.329 -0.478
H -3.346 1.684 -1.108
O -3.698 -0.940 0.743
H -3.367 -0.231 0.150
H -3.845 -0.594 1.623
O -2.717 -2.551 -1.308
H -3.358 -2.338 -0.600
H -2.509 -1.645 -1.582

36
Properties=species:S:1:pos:R:3 method="wB97M-V/def2-TZVPD" e_above_lowest_ev=1.497 total_charge=-1 lumo_energy_ev=3.397
N 1.990 2.148 -0.473
C 0.918 3.137 -0.209
C 0.150 3.392 -1.473
C 0.115 2.577 0.959
N -0.265 1.168 1.016
C 0.618 0.301 1.890
C 1.266 -0.791 1.018
O 0.318 -1.693 0.526
H 2.514 1.835 0.326
H 1.571 1.369 -0.983
H 1.449 4.064 0.063
H -0.697 4.030 -1.267
H 0.730 3.965 -2.179
H -0.206 2.516 -1.993
H -0.879 3.084 0.993
H 0.368 2.911 1.986
H -0.289 0.733 0.101
H -0.103 -0.250 2.497
H 1.242 0.840 2.594
H 2.025 -1.363 1.603
H 1.914 -0.480 0.213
H -1.328 -2.204 2.216
H -0.297 -3.168 2.620
O -1.233 -3.001 2.786
H -1.833 -0.660 -2.272
H -3.093 -1.496 -1.841
O -2.734 -0.907 -2.515
H 0.606 -3.620 -1.761
H 0.797 -2.495 -0.661
O 1.182 -2.873 -1.528
H -1.070 -1.209 0.730
H -2.359 -0.554 1.068
O -2.138 -1.390 0.614
H 1.159 -0.609 -2.552
H 0.152 -1.164 -1.555
O 0.418 -0.324 -2.008

36
Properties=species:S:1:pos:R:3 method="wB97M-V/def2-TZVPD" e_above_lowest_ev=3.041 smiles="C=CC(=C)NC.O.O.O.O.O.O.O" lumo_energy_ev=0.200
C -2.097 3.366 -0.836
C -1.634 2.439 -0.030
C -1.326 1.017 -0.424
C -2.178 -0.009 -0.533
N 0.094 0.802 -0.558
C 0.497 0.459 -1.896
H -2.577 3.237 -1.821
H -1.938 4.385 -0.491
H -1.216 2.670 0.957
H -1.837 -1.017 -0.764
H -3.247 0.076 -0.324
H 0.663 1.469 -0.060
H -0.037 -0.422 -2.231
H 0.234 1.103 -2.734
H 1.508 0.167 -2.041
O 0.793 -2.230 2.645
H 0.056 -1.833 3.164
H 0.477 -2.744 1.826
O 0.498 -2.258 -0.720
H 1.336 -2.127 -1.232
H 0.256 -1.335 -0.374
O 3.237 -1.591 -0.725
H 3.098 -1.133 0.113
H 3.987 -2.198 -0.553
O -2.053 -2.957 0.418
H -1.845 -3.363 -0.445
H -2.240 -3.660 0.997
O 2.522 3.336 -1.807
H 2.087 4.143 -1.604
H 1.985 2.655 -1.391
O -1.211 -0.294 2.774
H -2.011 -0.391 2.255
H -1.468 -0.285 3.724
O 2.220 -0.352 1.414
H 1.351 0.078 1.493
H 2.014 -1.203 1.815

36
Properties=species:S:1:pos:R:3 method="wB97M-V/def2-TZVPD" e_above_lowest_ev=2.079 total_charge=+1 spin_multiplicity=2 lumo_energy_ev="-3.003 / -8.329"
C -0.184 -1.364 1.373
C -0.168 -0.594 0.030
C -1.601 -0.493 -0.586
C -1.558 0.447 -1.790
O -1.886 -1.847 -0.959
N 0.509 0.698 0.228
C 1.960 0.657 0.512
O 2.091 0.834 1.878
H 0.816 -1.500 1.782
H -0.497 -2.388 1.172
H -0.879 -0.876 2.056
H 0.467 -1.164 -0.647
H -2.390 -0.253 0.127
H -2.457 0.270 -2.373
H -0.650 0.354 -2.382
H -1.531 1.428 -1.305
H -2.259 -2.333 -0.217
H -0.083 1.189 0.919
H 2.443 -0.252 0.162
H 2.395 1.494 -0.052
H 2.444 1.696 2.131
H -0.473 1.427 3.353
H -1.929 1.694 3.742
O -1.361 1.539 2.976
H 0.535 3.145 -2.696
H 0.455 2.662 -1.224
O 0.809 3.354 -1.795
H -0.792 -2.902 -2.199
H -1.340 -3.387 -3.543
O -0.542 -3.382 -2.997
H 1.579 0.278 4.666
H 0.950 0.001 3.266
O 0.751 0.234 4.176
H 1.447 -0.740 -3.857
H 1.457 -0.052 -2.492
O 1.472 0.125 -3.433

37
Properties=species:S:1:pos:R:3 method="wB97M-V/def2-TZVPD" e_above_lowest_ev=2.459 smiles="CCN[C@H](C=O)CS.O.O.O.O.O.O" lumo_energy_ev=0.364
C 2.429 0.842 1.131
C 1.499 2.052 1.237
N 0.196 1.311 1.673
C -1.020 1.453 0.779
C -1.342 2.897 0.628
O -1.651 3.395 -0.420
C -2.199 0.723 1.476
S -3.804 0.754 0.524
H 2.602 0.464 0.161
H 2.088 -0.042 1.621
H 3.341 1.071 1.695
H 1.350 2.412 0.209
H 1.842 2.568 2.138
H 0.013 1.576 2.671
H -0.803 0.925 -0.280
H -1.304 3.484 1.559
H -1.900 -0.321 1.777
H -2.571 1.277 2.382
H -3.680 -0.099 -0.463
O -1.920 -2.763 0.007
H -2.117 -2.234 -0.811
H -2.127 -3.653 -0.271
O 2.613 -0.274 -2.266
H 3.313 0.352 -2.134
H 2.474 -0.792 -1.361
O 0.377 -1.051 -3.291
H 0.510 -1.002 -4.179
H 1.174 -0.990 -2.700
O 2.219 -1.955 0.112
H 2.829 -2.598 -0.022
H 1.550 -1.984 0.838
O 0.199 -1.978 1.541
H 0.059 -0.968 1.679
H -0.482 -2.197 0.863
O -2.120 -0.607 -2.651
H -1.191 -0.661 -2.617
H -2.446 -1.387 -3.237

36
Properties=species:S:1:pos:R:3 method="wB97M-V/def2-TZVPD" e_above_lowest_ev=4.978 smiles=CC(C)NCCN.O.O.O.O.O lumo_energy_ev=0.223
C 1.842 1.835 -0.242
C 1.992 0.358 -0.295
C 1.722 -0.156 -1.762
N 0.645 -0.185 0.457
C 0.762 -0.500 1.882
C -0.579 -0.312 2.549
N -1.264 1.054 2.507
H 2.488 2.244 -1.060
H 0.810 1.958 -0.733
H 2.063 2.402 0.696
H 2.965 -0.203 -0.047
H 0.981 0.541 -2.243
H 2.538 -0.068 -2.546
H 1.119 -0.996 -1.765
H -0.003 0.504 0.076
H 0.908 -1.700 2.049
H 1.542 0.150 2.375
H -0.569 -0.450 3.669
H -1.391 -0.964 2.319
H -0.691 1.854 2.706
H -1.805 1.312 1.750
O -2.412 -2.450 0.614
H -1.652 -2.246 -0.066
H -2.523 -1.560 1.006
O -0.604 -1.159 -2.886
H -0.504 -1.722 -2.063
H -0.264 -1.547 -3.607
O -0.626 2.815 -0.338
H -1.294 2.206 -0.525
H -0.792 3.714 -0.314
O -1.861 0.589 -0.528
H -1.364 0.522 -1.333
H -2.898 0.597 -0.981
O 0.135 -2.760 -0.786
H 0.214 -3.579 -0.381
H 0.371 -2.101 -0.151

35
Properties=species:S:1:pos:R:3 method="wB97M-V/def2-TZVPD" e_above_lowest_ev=0.716 total_charge=+1 lumo_energy_ev=-2.873
C -0.498 1.424 1.911
C 0.571 2.116 1.071
C 0.191 1.999 -0.410
C -1.033 2.796 -0.787
C -1.703 2.299 -2.076
N -0.701 0.052 1.418
H -1.414 1.943 2.003
H -0.013 1.275 2.837
H 0.755 3.156 1.343
H 1.586 1.723 1.267
H 1.021 2.265 -1.061
H -0.049 0.974 -0.657
H -1.852 2.913 -0.074
H -0.853 3.854 -0.992
H -2.487 1.583 -1.873
H -1.120 1.694 -2.779
H -2.295 3.097 -2.506
H -0.857 -0.008 0.405
H 0.193 -0.494 1.526
H -1.436 -0.513 1.845
H -1.093 -3.146 2.608
H 0.244 -3.007 3.130
O -0.600 -2.546 3.155
H 1.641 -2.316 1.791
H 1.614 -2.117 0.288
O 1.133 -1.892 1.088
H 1.358 -1.478 -2.296
H 1.644 -0.455 -3.448
O 1.099 -1.188 -3.163
H -1.459 -0.968 -1.738
H -2.985 -1.263 -1.470
O -2.217 -0.789 -1.172
H 3.208 -2.682 -1.313
H 3.924 -1.453 -0.760
O 3.111 -1.945 -0.681